# 1
ORCA calculation (ωB97M-V/def2-TZVPD) on a structure of composition C33H35As2CdCl3GeO8P.

The geometry in XYZ format:
```
84
Properties=species:S:1:pos:R:3:forces:R:3:mulliken_spin:R:1
Cd 0.69963 -0.30493 0.13617 0.5 -0.1 0.2 -0.027
C -1.42007 -0.95481 7.71429 0.0 0.0 0.0 0.000
C -0.28876 -1.64743 7.30533 0.0 0.0 0.0 0.000
C 0.20413 -1.48316 6.01848 0.0 0.0 0.0 0.000
C -0.42729 -0.61774 5.12784 0.1 -0.1 0.0 -0.002
C -1.55072 0.08673 5.55377 -0.1 0.0 0.0 -0.001
C -2.05212 -0.08740 6.83474 0.0 0.0 0.0 0.000
P 0.12328 -0.35430 3.40413 -0.1 0.1 -0.1 0.001
C 1.77439 -1.14110 3.38381 0.0 -0.1 0.0 -0.001
C 1.99723 -2.48678 3.08673 0.0 0.1 0.0 0.009
C 3.27763 -3.01528 3.15370 0.0 0.0 0.0 -0.001
C 4.34518 -2.21153 3.52689 0.0 0.0 0.0 0.000
C 4.13660 -0.87073 3.81136 0.0 0.0 0.0 0.001
C 2.86057 -0.33601 3.72843 0.0 0.0 0.0 0.008
C -0.86353 -1.59580 2.49028 -0.1 -0.1 0.1 -0.020
C -1.70697 -2.52788 3.09448 0.0 0.0 0.0 0.012
C -2.38669 -3.45983 2.32242 0.0 0.0 0.0 -0.009
C -2.21832 -3.48606 0.94718 0.0 0.0 -0.1 0.013
C -1.37253 -2.56596 0.33316 -0.1 -0.1 0.1 -0.013
C -0.71162 -1.62136 1.10777 -0.1 0.0 -0.2 0.266
H -1.80432 -1.08569 8.71814 0.0 0.0 0.0 0.000
H 0.21349 -2.32063 7.98935 0.0 0.0 0.0 0.000
H 1.08607 -2.03162 5.70822 0.0 0.0 0.0 0.000
H -2.04024 0.77790 4.87523 0.0 0.0 0.0 0.000
H -2.93084 0.46242 7.14897 0.0 0.0 0.0 0.000
H 1.16828 -3.12076 2.79947 0.0 0.0 0.0 -0.002
H 3.44110 -4.05720 2.90860 0.0 0.0 0.0 0.000
H 5.34497 -2.62436 3.57167 0.0 0.0 0.0 0.000
H 4.97178 -0.23586 4.07942 0.0 0.0 0.0 0.000
H 2.70304 0.71744 3.93480 0.0 0.0 0.0 0.001
H -1.83076 -2.53071 4.17075 0.0 0.0 0.0 0.002
H -3.04567 -4.17376 2.80206 0.0 0.0 0.0 0.001
H -2.74248 -4.21905 0.34572 0.0 0.0 0.0 0.001
H -1.24605 -2.60590 -0.74391 0.0 0.0 0.0 0.013
Cl 2.88434 0.97733 -0.40116 -0.2 0.0 0.0 0.018
Ge 4.00050 -0.85069 -1.55018 0.0 0.0 0.0 0.002
Cl 2.10817 -2.23084 -1.07994 0.0 0.1 -0.1 0.009
Cl 5.20307 -1.50149 0.18793 0.0 0.0 0.0 0.001
C -0.61887 1.62552 0.39317 0.0 0.1 0.0 0.708
H -1.54976 1.25007 0.79332 0.0 0.0 0.0 0.044
H -0.61249 1.98109 -0.63016 0.0 0.0 0.0 -0.030
H 0.04578 2.11806 1.09197 0.0 0.0 0.0 0.001
C -3.62864 3.46122 -4.19505 0.1 0.0 0.0 0.000
O -2.87888 2.23707 -4.23366 0.0 -0.1 0.1 0.001
C -1.89262 2.20392 -5.14054 -0.2 0.3 0.0 0.000
O -1.59014 3.14332 -5.82668 0.1 -0.1 0.0 0.000
C -1.10158 0.93015 -5.11078 0.0 -0.2 -0.1 0.000
C -0.95773 0.22769 -6.24183 0.1 0.1 0.1 -0.002
As 0.33032 -1.25994 -6.64463 0.1 0.0 -0.1 0.000
C 1.32153 -0.51851 -8.17374 0.0 0.0 0.1 0.000
C 1.31694 -0.57892 -5.10387 -0.1 -0.2 0.3 -0.003
C 0.63036 -0.94876 -3.99656 0.2 0.1 -0.1 0.007
As -0.28718 0.64327 -3.29366 0.0 -0.1 -0.1 -0.001
C -1.91857 -0.05979 -2.45183 0.1 0.1 0.0 0.005
C 0.10638 -2.34143 -3.82859 -0.1 -0.1 -0.2 -0.001
O -0.99961 -2.58678 -3.42313 -0.1 0.1 0.1 0.000
O 0.91984 -3.37370 -4.10899 0.0 0.0 0.1 0.000
C 2.31083 -3.27096 -4.42126 -0.1 0.0 0.0 0.001
C 2.03778 0.72168 -5.16972 0.2 0.3 -0.1 0.000
O 2.08294 1.45379 -6.12480 -0.1 0.0 -0.1 0.000
O 2.72383 0.95784 -4.03818 0.0 -0.1 0.1 0.000
C 3.40278 2.22180 -3.99778 0.0 0.0 0.0 0.000
C -1.91688 0.51746 -7.35318 -0.2 0.1 0.0 0.000
O -3.01943 0.97702 -7.19662 0.1 0.0 -0.1 0.000
O -1.44851 0.13186 -8.54671 0.0 -0.1 0.0 0.000
C -2.35108 0.31511 -9.64663 0.0 0.0 0.0 0.000
H -4.26667 3.39255 -3.31992 0.0 0.0 0.0 0.000
H -4.22902 3.55415 -5.09774 0.0 0.0 0.0 0.000
H -2.95577 4.31188 -4.12127 0.0 0.0 0.0 0.000
H 0.98129 -1.03580 -9.06740 0.0 0.0 0.0 0.000
H 2.37726 -0.73223 -8.00742 0.0 0.0 0.0 0.000
H 1.18861 0.55141 -8.26844 0.0 0.0 0.0 0.000
H -2.45932 -0.73094 -3.10578 0.0 0.0 0.0 0.000
H -2.50725 0.82312 -2.21839 -0.1 0.0 0.1 0.001
H -1.66734 -0.57982 -1.52846 0.0 0.0 0.0 -0.008
H 2.74876 -4.21027 -4.09560 0.0 0.0 0.0 0.000
H 2.78376 -2.44573 -3.89841 0.0 0.0 0.0 -0.001
H 2.45071 -3.15436 -5.49470 0.0 0.0 0.0 0.000
H 3.86196 2.27977 -3.01612 0.0 0.0 0.0 0.000
H 2.68748 3.03168 -4.13213 0.0 0.0 0.0 0.000
H 4.15280 2.27111 -4.78453 0.0 0.0 0.0 0.000
H -1.83781 -0.07673 -10.51828 0.0 0.0 0.0 0.000
H -2.57472 1.37165 -9.77558 0.0 0.0 0.0 0.000
H -3.27625 -0.22774 -9.46602 0.0 0.0 0.0 0.000
```
Forces are in eV/Å.

Values from the calculation:
Energy relative to the best compared isomer or geometry (same formula, charge and spin) ... 93.3 kJ/mol
Multiplicity ... 2
⟨S²⟩ ... 0.7652
M ... 1031.83 g/mol


# 2
ORCA calculation (ωB97M-V/def2-TZVPD) on a structure of composition C33H35AsF12NO4ReSi2.

The geometry in XYZ format:
```
89
Properties=species:S:1:pos:R:3:forces:R:3:mulliken_charge:R:1
Re -0.46405 0.75471 -0.50387 0.0 0.0 0.0 0.768
C 4.03717 -3.55210 -3.77143 0.0 0.0 0.0 -1.529
C 3.32991 -2.44122 -3.05260 0.0 -0.1 0.0 0.124
C 3.83978 -1.15618 -3.01109 0.0 0.1 0.0 -1.345
C 3.17040 -0.15160 -2.33054 0.1 -0.1 -0.1 -1.073
C 1.97336 -0.40200 -1.67883 -0.1 0.2 0.1 1.626
N 1.26335 0.69273 -1.08020 0.4 -0.1 -0.2 0.987
C 1.87305 1.89794 -0.58881 -0.2 -0.1 0.3 0.283
C 2.50146 2.78412 -1.46309 0.0 0.0 0.0 -0.828
C 3.07473 3.94558 -0.99497 0.0 0.0 0.0 -1.368
C 3.03630 4.25825 0.36370 0.0 0.0 0.0 0.176
C 3.71732 5.47778 0.90916 0.0 0.0 0.0 -1.532
C 2.32374 3.41934 1.20883 0.0 0.0 0.0 -0.746
C 1.68417 2.25683 0.77044 0.2 0.2 0.1 -0.385
C 0.85239 1.49278 1.82966 -0.1 -0.3 -0.3 1.405
O 0.03858 0.44321 1.29933 -0.1 0.4 0.0 -0.753
C 1.78424 0.87028 2.91999 0.0 0.1 0.1 0.754
F 2.09955 1.79624 3.83348 0.0 -0.1 0.0 -0.229
F 1.18431 -0.13979 3.52848 0.0 0.0 0.0 -0.242
F 2.92249 0.44303 2.37525 0.0 0.0 0.0 -0.260
C -0.20731 2.44273 2.48220 0.1 0.0 0.2 0.297
F 0.28312 3.49055 3.12478 -0.1 0.0 0.0 -0.229
F -0.97586 1.75942 3.31734 0.0 0.0 -0.1 -0.259
F -0.99436 2.92585 1.48381 0.0 -0.1 -0.1 -0.122
C 1.46311 -1.72133 -1.63750 0.1 -0.1 0.0 -0.943
C 2.15739 -2.69777 -2.34048 0.0 0.0 0.0 -0.448
C 0.37336 -2.16514 -0.65541 -0.2 0.1 0.0 1.576
O -0.72992 -1.27817 -0.50379 0.3 -0.4 0.3 -0.614
C 1.06607 -2.39453 0.73159 0.0 -0.1 0.0 0.579
F 0.16272 -2.52452 1.69432 0.0 0.0 0.0 -0.272
F 1.82691 -3.48709 0.69962 0.0 0.0 0.0 -0.255
F 1.87702 -1.37436 1.02256 0.0 0.0 0.0 -0.201
C -0.34809 -3.49252 -1.06332 0.1 -0.1 0.0 0.002
F -1.45893 -3.65582 -0.34870 0.0 0.0 0.0 -0.264
F -0.71973 -3.39546 -2.36416 0.1 0.0 0.1 -0.105
F 0.36988 -4.59962 -0.94872 0.0 0.0 -0.1 -0.219
H 4.81338 -3.16694 -4.42943 0.0 0.0 0.0 0.418
H 3.34404 -4.14313 -4.37046 0.0 0.0 0.0 0.374
H 4.50881 -4.22718 -3.05523 0.0 0.0 0.0 0.314
H 4.77222 -0.92623 -3.51042 0.0 0.0 0.0 0.419
H 3.60942 0.83228 -2.30890 0.0 0.0 0.0 0.696
H 2.53472 2.55110 -2.51835 0.0 0.0 0.0 0.781
H 3.57219 4.61245 -1.68764 0.0 0.0 0.0 0.439
H 4.26352 6.01215 0.13508 0.0 0.0 0.0 0.392
H 4.42294 5.20066 1.69324 0.0 0.0 0.0 0.380
H 2.99208 6.16144 1.35253 0.0 0.0 0.0 0.357
H 2.27447 3.68565 2.25428 0.0 0.0 0.0 0.714
H 1.81632 -3.72167 -2.31387 0.0 0.0 0.0 0.736
C -4.68369 -1.77421 -1.14814 0.0 -0.2 0.0 -1.063
Si -3.76091 -0.17418 -1.11222 -0.1 0.0 0.3 0.353
C -4.67518 1.24576 -1.87195 0.0 0.0 -0.1 -1.066
C -3.13688 0.26836 0.59466 0.0 0.2 0.1 -0.717
As -1.65833 -0.39370 -2.31672 -0.5 0.2 -0.4 0.833
Si -2.03076 -1.79112 -4.52954 0.2 0.2 0.3 0.660
C -3.24612 -0.63784 -5.28677 -0.1 0.0 -0.1 -0.707
C -2.79466 -3.39428 -4.05105 -0.1 -0.1 0.0 -1.095
C -0.31971 -1.75900 -5.19495 0.1 -0.1 -0.1 -0.816
H -5.56905 -1.70360 -0.51066 0.0 0.0 0.0 0.473
H -4.07523 -2.59912 -0.77113 0.0 0.0 0.0 0.303
H -5.02881 -2.02369 -2.15344 0.0 0.0 0.0 0.331
H -5.63219 1.34810 -1.35221 0.0 0.0 0.0 0.472
H -4.89306 1.08409 -2.92830 0.0 0.0 0.0 0.313
H -4.14827 2.19473 -1.76310 0.0 0.0 0.0 0.282
H -3.98603 0.46205 1.25836 -0.1 -0.1 0.0 0.714
H -2.61081 1.24407 0.64102 0.1 -0.1 -0.1 0.018
H -2.55297 -0.52311 1.06444 0.1 0.0 0.0 0.145
H -4.24170 -0.76222 -4.85918 0.0 0.0 0.0 0.287
H -3.30911 -0.93974 -6.34070 0.0 0.0 0.0 0.528
H -2.95365 0.40606 -5.26614 0.0 0.1 0.0 -0.078
H -3.72151 -3.51601 -4.61606 0.0 0.0 -0.1 0.428
H -3.04889 -3.44574 -2.99291 0.0 0.0 0.0 0.248
H -2.12188 -4.22253 -4.27356 -0.1 0.0 0.0 0.406
H 0.05363 -0.73895 -5.28969 0.0 0.0 0.0 0.277
H -0.31058 -2.21476 -6.19066 0.0 0.0 0.0 0.533
H 0.35368 -2.33033 -4.55512 0.0 0.0 0.0 0.121
O -1.92006 1.35636 -3.39313 -0.1 -0.2 -0.1 -0.525
C -1.55759 2.37617 -2.76671 0.0 0.2 0.3 0.491
O -1.13043 2.26356 -1.52924 0.1 0.0 0.0 -0.287
C -1.61723 3.71339 -3.33011 -0.1 0.0 0.0 0.370
C -2.02068 3.88115 -4.65821 0.0 0.0 0.0 -0.278
C -2.10005 5.15333 -5.18926 0.0 0.0 0.0 -0.843
C -1.78979 6.25248 -4.39525 0.0 0.0 0.0 -0.455
C -1.39154 6.08887 -3.07356 0.0 0.0 0.0 -0.924
C -1.29987 4.81939 -2.53467 0.0 0.0 0.0 -0.277
H -2.26213 3.01874 -5.26440 0.0 0.0 0.0 0.368
H -2.40665 5.29511 -6.21610 0.0 0.0 0.0 0.461
H -1.85922 7.24892 -4.81141 0.0 0.0 0.0 0.423
H -1.15935 6.95204 -2.46548 0.0 0.0 0.0 0.462
H -0.99178 4.68112 -1.50753 0.0 0.0 0.0 0.459
```
Forces are in eV/Å.

Values from the calculation:
Multiplicity ... 1
Total charge ... +2
Electronic energy ... -5725.25868 a.u.
M ... 1054.92 g/mol